C27H18F15N8O4SSbZr as an isolated structure. Source: the Open Molecules 2025 dataset; level of theory: the ωB97M-V functional and the def2-TZVPD basis.

- E_HOMO (alpha / beta): -10.25 / -10.18 eV
- E_LUMO (alpha / beta): -4.57 / -6.03 eV
- Largest force on an atom: 1.2 eV/Å
- ΔE to the lowest compared entry with this formula, charge and spin: 337.9 kJ/mol
- Kohn-Sham gap (alpha / beta): 5.68 / 4.15 eV
- <S²>: 0.78

ORCA input file:
```
! wB97M-V def2-TZVPD RIJCOSX def2/J DEFGRID3
* xyz 1 2
C 4.37172 -0.91924 0.93194
C 0.72396 0.92261 -0.87580
H 0.24445 -1.50326 -3.01242
N 4.21730 -2.27717 0.80459
Zr -0.21306 -1.66619 0.38908
C 1.56251 -5.86960 0.31275
C -2.18178 5.57635 1.10957
S -1.54714 6.18339 -2.40235
F -0.87843 -3.84759 4.88546
C -1.75302 1.40635 0.87199
H 5.32643 -0.46326 1.12351
H -0.56584 -5.32581 0.20510
C 0.74158 2.02349 -1.68369
H -2.66927 -0.41897 0.37345
H 1.66044 -6.93917 0.26647
C -0.68318 5.13058 -3.60851
C 1.53512 -2.82572 3.93435
H 1.19730 2.67809 -5.75689
O -1.56129 7.50673 -2.94587
F 1.58573 -4.03756 3.35490
N 0.48488 -0.32306 -1.32874
H 4.95442 -2.95595 0.90171
O -2.83559 5.50394 -2.29982
C 0.26652 3.08199 -3.83623
H -0.69620 1.63675 2.75808
C -1.89803 4.20100 0.88936
F -2.52490 -3.18121 -3.56428
F -1.01036 -0.13408 4.11963
C 2.20750 -3.77433 0.45391
N -0.35565 5.52413 -4.83215
C 0.44638 0.55715 -3.54866
C 0.53479 1.85098 -3.05519
F 2.55259 -2.11141 3.43707
F -0.30182 -1.30225 5.79431
C -1.14835 2.16227 1.92700
C -1.87116 -0.00784 0.98636
H 3.61487 -5.34315 0.44825
F -4.29013 -2.86277 -1.32457
C -1.23288 3.51923 1.94223
C 3.13369 -0.38400 0.76268
C 0.47371 -5.05935 0.28498
C -2.36186 3.49261 -0.24563
C 2.91552 -2.51878 0.57280
F -0.53719 -2.99210 -1.61638
F -2.16283 -2.48457 3.79356
N 0.88992 -3.75114 0.37860
O 0.21461 -1.66802 2.30825
N -0.40514 3.94312 -3.09020
F -1.02512 -3.96998 2.72790
C 0.29204 4.63847 -5.58414
H 2.86066 0.65482 0.79673
O -0.70941 5.96991 -1.22281
F -2.00731 -2.79114 0.27284
H -1.90135 -0.35300 2.01941
F -2.22662 -1.18490 -1.69796
H 0.82556 3.01949 -1.26879
H 0.55551 4.96187 -6.58483
C 0.39885 -0.49632 -2.65905
C -0.99753 -3.13213 3.77743
N 2.22780 -1.39277 0.53375
C -0.01488 -0.91160 4.56033
Sb -2.50123 -3.05571 -1.72393
H 0.32218 0.36629 -4.60569
H 0.82242 1.04310 0.19900
C 0.18010 -2.12534 3.60226
H -2.68006 1.56597 -1.08303
H -2.79524 4.04347 -1.07219
C 0.64377 3.36852 -5.13574
N 2.65607 -5.03777 0.41634
F 1.09435 -0.16841 4.58205
F 1.72586 -2.97661 5.23379
C -2.28119 2.12627 -0.24540
N -2.35269 6.66262 1.45372
H -0.85119 4.09445 2.77427
F -2.43222 -4.87281 -1.36083
*
```



C27H18N8Pt as an isolated structure. Source: the Open Molecules 2025 dataset; level of theory: the ωB97M-V functional and the def2-TZVPD basis.

- E_HOMO: -7.88 eV
- E_LUMO: -1.52 eV
- Largest force on an atom: 0.5 eV/Å
- ΔE to the lowest compared entry with this formula, charge and spin: 100.7 kJ/mol
- Kohn-Sham gap: 6.36 eV

ORCA input file:
```
! wB97M-V def2-TZVPD RIJCOSX def2/J DEFGRID3
* xyz 0 1
C -0.19011 -5.46099 -1.32108
H -1.17945 0.62331 2.38262
N 3.51515 -0.19062 -3.64870
C 0.40750 -0.33425 -2.86722
H 5.05892 0.14273 3.06730
C 0.20082 1.60326 -4.31578
C 1.82164 -0.62591 2.52142
N -0.15652 -2.18606 -0.14454
C 3.44720 -0.58825 -2.38073
C 2.52943 0.90274 0.98268
H 5.41268 2.40219 1.60248
H -4.10360 4.59555 2.13697
H 0.39317 2.07508 -5.26958
C 3.81889 0.92875 1.50260
H -2.34329 1.41585 4.40130
C -2.01940 2.14912 1.12050
N 0.34789 -6.14332 -2.07831
C 3.06066 -0.65060 3.13541
C 4.85290 1.79132 0.90048
C -1.83992 1.48292 2.32257
H 3.23351 -1.29087 3.98903
C 5.13907 1.93383 -0.39281
H 2.93992 -1.52881 -2.19436
C -1.89915 -5.08302 0.43741
N -1.35170 2.32028 -1.07007
H 5.24387 2.61445 -3.01393
C 4.57073 1.19152 -1.53470
C -0.47339 -3.29957 -0.26883
H -2.96171 3.77345 0.09621
H 4.23113 1.29258 -4.88321
H -0.84038 3.29895 -3.48015
C -0.48711 2.28688 -3.33202
C -2.83095 3.27451 1.04507
C -0.71638 1.65569 -2.11203
C -0.28913 0.33985 -1.87830
H 0.74729 -1.34794 -2.70437
H 1.01666 -1.25896 2.87793
H 1.20287 -0.22101 -4.84623
N -1.35490 1.62067 -0.03016
C 4.72072 1.68695 -2.82543
H 2.28067 1.50784 0.11638
N 1.55601 0.14975 1.46637
C -2.48230 1.93660 3.46389
C 4.07278 0.14587 2.61896
C -3.29633 3.05698 3.39742
H 5.88187 2.67616 -0.66358
N 3.93188 0.03776 -1.31806
H -3.80190 3.41004 4.28617
C 4.16113 0.95388 -3.85531
C 0.65093 0.30496 -4.07768
C -3.46578 3.72349 2.18880
C -0.85181 -4.61258 -0.39848
N -2.75023 -5.43559 1.13041
Pt -0.62018 -0.23544 -0.04850
*
```



C27H19Br2CoN2O5 as an isolated structure. Source: the Open Molecules 2025 dataset; level of theory: the ωB97M-V functional and the def2-TZVPD basis.

- E_HOMO (alpha / beta): -8.57 / -8.57 eV
- E_LUMO (alpha / beta): -0.34 / -0.34 eV
- Largest force on an atom: 0.7 eV/Å
- ΔE to the lowest compared entry with this formula, charge and spin: 114.2 kJ/mol
- Kohn-Sham gap (alpha / beta): 8.22 / 8.22 eV

ORCA input file:
```
! wB97M-V def2-TZVPD RIJCOSX def2/J DEFGRID3
* xyz 0 1
H 2.53311 -2.43857 2.68876
C 0.28880 -0.77390 -2.99394
C 1.59808 -1.19924 -3.18561
H 3.99009 0.52637 1.33538
C 0.85515 2.06422 2.98719
N -1.73100 0.65972 -1.64877
C 2.06659 -1.49922 -4.45749
C -2.91938 0.05238 -1.70085
C 3.07786 1.13325 3.18744
O -1.63046 -1.94881 -1.25073
C 0.76647 -1.01254 5.23550
O 1.00631 -1.63167 0.06804
N -0.76943 -0.55596 0.87610
C 0.90779 1.86947 1.61565
C -0.54443 -0.63904 -4.09680
O 3.10040 0.66675 -0.99087
C -0.28161 -0.42915 4.52536
C -2.78649 2.77449 -1.77086
H 0.05282 2.11951 1.00175
H -0.64994 2.39473 -1.64786
Co -0.24447 -0.46561 -1.20415
O 0.87753 0.99693 -1.01903
C -4.09578 0.77440 -1.76598
H -2.97164 -1.79821 -2.76599
C 2.06326 0.97757 -0.44866
H -1.56645 -0.29255 -3.99832
C 0.37629 -1.23019 1.06935
H -5.04569 0.25771 -1.78296
H 3.08816 -1.82320 -4.60184
C -2.88192 -1.45118 -1.73599
C -4.02651 2.15725 -1.79718
H -1.69340 -2.00990 -0.28114
C -1.65154 1.99109 -1.69025
C 3.12145 0.95973 1.81342
C -0.28867 -0.59666 3.15887
C 1.75187 -1.89530 3.20368
C 1.93863 1.67783 3.75864
H 2.27591 -1.27777 -2.34563
H 3.91005 0.83737 3.81120
H -1.05155 0.14743 5.02089
H -0.73815 -0.82714 -6.23385
O -2.20202 0.62144 2.26330
H -0.02682 2.48129 3.45368
H 0.81383 -0.89427 6.31012
C -1.23514 -0.08291 2.09878
Br 1.84901 1.87430 5.64197
H -3.70574 -1.87328 -1.16053
Br 1.85138 -1.75928 -7.28626
C 0.70807 -1.31605 2.51453
H 2.56651 -2.16836 5.16926
C 1.21645 -1.36272 -5.54179
C 2.03333 1.30975 1.02254
C 1.76387 -1.73446 4.58740
H -2.69171 3.85001 -1.79975
H -4.93240 2.74693 -1.83863
C -0.08673 -0.93482 -5.37706
*
```



C27H19BrF4NO4PPdS as an isolated structure. Source: the Open Molecules 2025 dataset; level of theory: the ωB97M-V functional and the def2-TZVPD basis.

- E_HOMO (alpha / beta): -14.72 / -14.68 eV
- E_LUMO (alpha / beta): -9.66 / -9.76 eV
- Largest force on an atom: 4.6 eV/Å
- Kohn-Sham gap (alpha / beta): 5.06 / 4.92 eV

ORCA input file:
```
! wB97M-V def2-TZVPD RIJCOSX def2/J DEFGRID3
* xyz 2 1
C 3.67314 -1.26622 -2.32586
H -3.49216 -2.22632 -0.33186
C -6.36306 0.14038 3.04154
C 3.88224 2.13058 -0.70696
C 3.59934 -2.06262 2.69094
H -5.05146 -0.48112 4.63554
C -4.06056 0.25178 1.50874
Br -0.01626 2.78748 -2.11046
F 4.16194 5.70828 -1.13046
C 2.51224 -2.03942 0.55244
H 4.03744 -2.61322 3.50784
C -5.27786 0.56938 0.91944
C -3.96946 -0.17152 2.82694
P 1.82074 0.21258 -0.85836
C 4.20504 -1.76112 -3.50626
H 3.97914 -1.92042 -5.62396
H 4.21224 -1.38452 -1.39516
C 2.50454 -0.63692 0.58114
H 5.14644 -2.28942 -3.48056
H 0.79494 0.06858 -3.56046
H 3.12034 -3.82112 1.55944
H -7.36686 0.79048 1.25354
C -5.11586 -0.20022 3.59624
H 2.91884 1.12368 1.76114
C 2.45554 -0.58412 -2.35476
O -0.33976 -1.71272 -1.16346
H -2.85276 -2.04822 -2.02106
H -3.00756 -0.44542 3.22694
F 1.59464 5.28028 -1.91986
H -8.49246 0.13848 3.26214
C 1.76614 -0.41642 -3.55616
O -1.43056 -0.22072 1.22784
C 2.54144 1.90418 -1.01196
C -2.78296 -1.70802 -0.98576
C 3.53514 -0.67612 2.74724
H -5.32406 0.85138 -0.12056
N -2.73816 -0.34922 -0.88406
Pd -0.52656 0.59738 -0.80506
H -7.59866 0.89898 4.57814
H 2.06324 -2.56282 -0.28256
C -6.41846 0.52498 1.69374
H 1.79214 -0.78012 -5.66426
C 2.31954 -0.90192 -4.73146
S -2.57086 0.40948 0.55964
C 4.45324 3.40168 -0.74366
C 2.33724 4.27108 -1.50936
F 4.63184 1.07768 -0.37866
C 2.96814 0.04408 1.70974
C 1.78824 2.99428 -1.45816
C 3.54314 -1.55762 -4.70746
C -1.20566 -2.32562 -0.54166
O -1.28776 -3.20302 0.24884
F 5.72154 3.57208 -0.42416
C -7.58886 0.07078 3.86234
H 3.93804 -0.15082 3.60034
C 3.08554 -2.74472 1.59524
C 3.66374 4.49228 -1.12136
O -2.27296 1.78568 0.20234
H -7.61526 -0.83622 4.46624
*
```



> Among the records above, which one has the highest largest force on an atom?

C27H19BrF4NO4PPdS



> Among the records above, which one has the lowest largest force on an atom?

C27H18N8Pt